(1)
DFT (the ωB97M-V functional and the def2-TZVPD basis) results for a 7-piece molecular cluster, C48H93I2N2O2 overall.

Each atom is followed by the atoms it is bonded to, with distances in Å.
Positions of all 147 atoms, in Å:
1 C 2.539 4.343 -5.355  C2 1.531, H19 1.083, H20 1.087, H21 1.082
2 C 2.660 3.707 -6.742  C1 1.531, I3 2.183, C4 1.527, H22 1.079
3 I 3.968 1.970 -6.549  C2 2.183
4 C 1.335 3.250 -7.347  C2 1.527, I5 2.182, C6 1.500, H23 1.076
5 I 1.572 2.774 -9.463  C4 2.182
6 C 0.201 4.217 -7.182  C4 1.500, C7 1.386, C18 1.430
7 C 0.310 5.586 -7.366  C6 1.386, C8 1.521, C11 1.413
8 C 1.589 6.310 -7.756  C7 1.521, O9 1.241, O10 1.241
9 O 1.860 6.246 -8.966  C8 1.241
10 O 2.179 6.920 -6.851  C8 1.241
11 C -0.807 6.422 -7.142  C7 1.413, C12 1.367, H24 1.077
12 C -2.007 5.897 -6.752  C11 1.367, C13 1.409, H25 1.079
13 C -2.173 4.510 -6.567  C12 1.409, N14 1.363, C18 1.413
14 N -3.392 4.033 -6.188  C13 1.363, C15 1.305
15 C -3.438 2.735 -6.064  N14 1.305, C16 1.397, H26 1.084
16 C -2.351 1.881 -6.268  C15 1.397, N17 1.306, H27 1.081
17 N -1.169 2.321 -6.610  C16 1.306, C18 1.363
18 C -1.057 3.669 -6.779  C6 1.430, C13 1.413, N17 1.363
19 H 3.362 5.036 -5.231  C1 1.083
20 H 2.634 3.597 -4.570  C1 1.087
21 H 1.608 4.880 -5.223  C1 1.082
22 H 3.217 4.359 -7.397  C2 1.079
23 H 1.080 2.287 -6.940  C4 1.076
24 H -0.718 7.490 -7.255  C11 1.077
25 H -2.848 6.548 -6.566  C12 1.079
26 H -4.384 2.292 -5.772  C15 1.084
27 H -2.469 0.817 -6.123  C16 1.081
28 C -5.921 1.701 0.472  C29 1.526, H34 1.091, H35 1.091, H36 1.092
29 C -5.760 2.557 -0.782  C28 1.526, C30 1.527, H37 1.093, H38 1.093
30 C -5.308 1.763 -2.006  C29 1.527, C31 1.529, H39 1.094, H40 1.095
31 C -3.939 1.094 -1.870  C30 1.529, C32 1.528, H41 1.095, H42 1.094
32 C -2.787 2.045 -1.553  C31 1.528, C33 1.525, H43 1.094, H44 1.095
33 C -2.550 3.089 -2.640  C32 1.525, H45 1.090, H46 1.091, H47 1.091
34 H -4.977 1.245 0.773  C28 1.091
35 H -6.274 2.305 1.309  C28 1.091
36 H -6.647 0.902 0.305  C28 1.092
37 H -5.061 3.372 -0.581  C29 1.093
38 H -6.720 3.028 -1.011  C29 1.093
39 H -5.305 2.427 -2.875  C30 1.094
40 H -6.052 0.989 -2.222  C30 1.095
41 H -3.718 0.567 -2.804  C31 1.095
42 H -3.986 0.322 -1.095  C31 1.094
43 H -1.875 1.453 -1.431  C32 1.094
44 H -2.958 2.543 -0.593  C32 1.095
45 H -2.335 2.608 -3.594  C33 1.090
46 H -1.699 3.722 -2.386  C33 1.091
47 H -3.415 3.741 -2.773  C33 1.091
48 C 0.506 4.134 0.273  C49 1.526, H54 1.091, H55 1.091, H56 1.092
49 C 0.345 2.932 1.200  C48 1.526, C50 1.527, H57 1.091, H58 1.094
50 C -0.766 3.103 2.233  C49 1.527, C51 1.529, H59 1.094, H60 1.095
51 C -0.551 4.256 3.214  C50 1.529, C52 1.529, H61 1.095, H62 1.093
52 C 0.756 4.184 4.003  C51 1.529, C53 1.527, H63 1.093, H64 1.093
53 C 0.866 2.946 4.890  C52 1.527, H65 1.092, H66 1.092, H67 1.092
54 H 0.781 5.036 0.821  C48 1.091
55 H 1.290 3.946 -0.462  C48 1.091
56 H -0.421 4.332 -0.270  C48 1.092
57 H 1.294 2.724 1.698  C49 1.091
58 H 0.119 2.051 0.592  C49 1.094
59 H -0.877 2.167 2.790  C50 1.094
60 H -1.718 3.255 1.715  C50 1.095
61 H -1.391 4.277 3.916  C51 1.095
62 H -0.588 5.207 2.676  C51 1.093
63 H 0.830 5.076 4.631  C52 1.093
64 H 1.610 4.221 3.321  C52 1.093
65 H 0.043 2.908 5.607  C53 1.092
66 H 1.801 2.956 5.453  C53 1.092
67 H 0.848 2.026 4.302  C53 1.092
68 C -7.740 -1.366 -9.758  C69 1.526, H74 1.091, H75 1.091, H76 1.092
69 C -8.262 -0.434 -8.668  C68 1.526, C70 1.528, H77 1.094, H78 1.093
70 C -7.164 0.391 -7.997  C69 1.528, C71 1.529, H79 1.094, H80 1.094
71 C -6.099 -0.427 -7.268  C70 1.529, C72 1.528, H81 1.094, H82 1.093
72 C -6.628 -1.354 -6.175  C71 1.528, C73 1.526, H83 1.093, H84 1.094
73 C -7.320 -0.610 -5.036  C72 1.526, H85 1.092, H86 1.091, H87 1.091
74 H -7.045 -2.106 -9.359  C68 1.091
75 H -8.562 -1.909 -10.228  C68 1.091
76 H -7.224 -0.801 -10.537  C68 1.092
77 H -8.809 -1.015 -7.921  C69 1.094
78 H -8.987 0.254 -9.111  C69 1.093
79 H -7.627 1.094 -7.299  C70 1.094
80 H -6.669 1.006 -8.754  C70 1.094
81 H -5.375 0.264 -6.826  C71 1.094
82 H -5.535 -1.022 -7.993  C71 1.093
83 H -5.788 -1.920 -5.765  C72 1.093
84 H -7.313 -2.092 -6.603  C72 1.094
85 H -6.635 0.100 -4.567  C73 1.092
86 H -7.653 -1.311 -4.267  C73 1.091
87 H -8.197 -0.063 -5.383  C73 1.091
88 C 3.717 1.505 1.631  C89 1.525, H94 1.091, H95 1.091, H96 1.093
89 C 3.193 0.254 2.329  C88 1.525, C90 1.527, H97 1.093, H98 1.094
90 C 3.793 0.038 3.717  C89 1.527, C91 1.530, H99 1.095, H100 1.096
91 C 5.308 -0.172 3.741  C90 1.530, C92 1.528, H101 1.094, H102 1.094
92 C 5.816 -1.343 2.902  C91 1.528, C93 1.526, H103 1.093, H104 1.093
93 C 5.280 -2.694 3.366  C92 1.526, H105 1.092, H106 1.092, H107 1.092
94 H 4.792 1.454 1.452  C88 1.091
95 H 3.230 1.632 0.664  C88 1.091
96 H 3.512 2.394 2.232  C88 1.093
97 H 3.368 -0.621 1.697  C89 1.093
98 H 2.107 0.343 2.435  C89 1.094
99 H 3.298 -0.818 4.187  C90 1.095
100 H 3.554 0.902 4.345  C90 1.096
101 H 5.618 -0.321 4.780  C91 1.094
102 H 5.809 0.742 3.410  C91 1.094
103 H 6.908 -1.359 2.959  C92 1.093
104 H 5.568 -1.191 1.848  C92 1.093
105 H 5.554 -2.881 4.407  C93 1.092
106 H 5.696 -3.500 2.760  C93 1.092
107 H 4.193 -2.747 3.283  C93 1.092
108 C 0.833 -4.584 8.733  C109 1.526, H114 1.091, H115 1.091, H116 1.092
109 C 1.757 -3.463 9.204  C108 1.526, C110 1.528, H117 1.093, H118 1.093
110 C 1.570 -2.157 8.433  C109 1.528, C111 1.529, H119 1.094, H120 1.095
111 C 1.869 -2.249 6.936  C110 1.529, C112 1.527, H121 1.095, H122 1.094
112 C 3.275 -2.736 6.592  C111 1.527, C113 1.526, H123 1.092, H124 1.095
113 C 4.378 -1.811 7.099  C112 1.526, H125 1.092, H126 1.092, H127 1.091
114 H 1.020 -4.851 7.692  C108 1.091
115 H 0.983 -5.484 9.332  C108 1.091
116 H -0.214 -4.289 8.827  C108 1.092
117 H 2.796 -3.795 9.139  C109 1.093
118 H 1.564 -3.269 10.263  C109 1.093
119 H 2.200 -1.386 8.886  C110 1.094
120 H 0.539 -1.813 8.560  C110 1.095
121 H 1.715 -1.263 6.488  C111 1.095
122 H 1.140 -2.911 6.459  C111 1.094
123 H 3.356 -2.813 5.506  C112 1.092
124 H 3.434 -3.746 6.983  C112 1.095
125 H 4.264 -0.807 6.685  C113 1.092
126 H 5.357 -2.190 6.800  C113 1.092
127 H 4.374 -1.736 8.188  C113 1.091
128 C 2.241 -6.873 5.597  C129 1.526, H134 1.091, H135 1.091, H136 1.093
129 C 3.740 -6.882 5.881  C128 1.526, C130 1.528, H137 1.094, H138 1.094
130 C 4.574 -6.280 4.752  C129 1.528, C131 1.529, H139 1.094, H140 1.095
131 C 4.482 -7.012 3.413  C130 1.529, C132 1.528, H141 1.095, H142 1.094
132 C 4.878 -8.487 3.457  C131 1.528, C133 1.526, H143 1.093, H144 1.094
133 C 6.329 -8.714 3.871  C132 1.526, H145 1.092, H146 1.091, H147 1.091
134 H 1.992 -7.475 4.721  C128 1.091
135 H 1.685 -7.281 6.443  C128 1.091
136 H 1.886 -5.855 5.422  C128 1.093
137 H 4.068 -7.904 6.094  C129 1.094
138 H 3.927 -6.306 6.792  C129 1.094
139 H 5.620 -6.234 5.071  C130 1.094
140 H 4.263 -5.241 4.601  C130 1.095
141 H 5.121 -6.495 2.691  C131 1.095
142 H 3.464 -6.931 3.021  C131 1.094
143 H 4.724 -8.916 2.463  C132 1.093
144 H 4.215 -9.037 4.131  C132 1.094
145 H 7.012 -8.206 3.186  C133 1.092
146 H 6.573 -9.777 3.858  C133 1.091
147 H 6.524 -8.346 4.879  C133 1.091

The calculation puts the gap between HOMO and LUMO at 0.2519 Ha. For the electronic energy, the calculation gives -74565.3787 eV. As for the multiplicity: 1. The net charge is -1. For the HOMO energy, the calculation gives -5.08 eV.

Löwdin atomic charge list, values in e, 99 entries: -0.17 -0.78 0.74 -0.72 0.79 -0.21 -0.08 -0.75 -0.04 -0.02 0.01 -0.02 -0.22 0.13 -0.17 -0.14 0.14 -0.16 0.08 0.04 0.07 0.05 0.02 0.12 0.10 0.09 0.10 -0.11 -0.27 -0.23 -0.22 -0.26 -0.09 0.06 0.07 0.07 0.10 0.10 0.10 0.10 0.11 0.10 0.10 0.09 0.05 0.06 0.07 -0.09 -0.27 -0.22 -0.23 -0.26 -0.11 0.07 0.07 0.06 0.06 0.10 0.10 0.10 0.11 0.10 0.10 0.09 0.07 0.07 0.06 -0.11 -0.27 -0.23 -0.22 -0.27 -0.11 0.06 0.07 0.08 0.10 0.10 0.10 0.11 0.09 0.10 0.10 0.10 0.06 0.07 0.07 -0.11 -0.26 -0.23 -0.22 -0.26 -0.12 0.07 0.07 0.07 0.10 0.10 0.09

=====

(2)
DFT (the ωB97M-V functional and the def2-TZVPD basis) results for an isolated ion of composition C5H11INO and charge +1 in a non-equilibrium geometry.

Each atom is followed by the atoms it is bonded to, with distances in Å.
Positions of all 19 atoms, in Å:
1 C -1.122 -1.406 -1.192  N2 1.435, H9 1.071, H10 1.084, H11 1.040
2 N -0.686 -0.341 -0.335  C1 1.435, C3 1.627, C7 1.402, H12 1.046
3 C 0.796 0.049 -0.881  N2 1.627, C4 1.449, H13 1.073, H14 1.091
4 C 1.140 1.314 -0.263  C3 1.449, C5 1.610, H15 1.052, H16 1.109
5 C 1.045 1.111 1.331  C4 1.610, O6 1.397, H17 1.067, H18 1.069
6 O -0.249 0.744 1.705  C5 1.397, C7 1.434
7 C -0.708 -0.453 1.062  N2 1.402, O6 1.434, I8 2.196, H19 1.150
8 I -2.590 -1.006 2.049  C7 2.196
9 H -2.186 -1.436 -1.073  C1 1.071
10 H -0.942 -0.963 -2.165  C1 1.084
11 H -0.651 -2.267 -0.850  C1 1.040
12 H -1.178 0.531 -0.637  N2 1.046
13 H 0.759 0.042 -1.953  C3 1.073
14 H 1.500 -0.717 -0.553  C3 1.091
15 H 2.084 1.680 -0.549  C4 1.052
16 H 0.310 2.006 -0.508  C4 1.109
17 H 1.760 0.402 1.684  C5 1.067
18 H 1.019 2.089 1.762  C5 1.069
19 H -0.102 -1.382 1.367  C7 1.150

The calculation puts the gap between HOMO and LUMO at 0.3647 Ha. For the energy above the lowest of the compared OMol25 structures with the same formula, charge and spin, the calculation gives 1.3683 eV. For the electronic energy, the calculation gives -16993.2110 eV. As for the multiplicity: 1. The net charge is +1. For the HOMO energy, the calculation gives -13.64 eV.

Computed natural (NBO) charges, given in elementary charges: -0.40 -0.42 -0.18 -0.46 -0.07 -0.51 0.11 0.21 0.24 0.23 0.23 0.44 0.23 0.23 0.26 0.21 0.19 0.23 0.22